Record 1
A structure of composition C41H66AsN5O6PPtSSi2, computed with ωB97M-V/def2-TZVPD.

As for the net charge: -1. For the highest occupied orbital energy, the calculation gives -0.179 Ha. Its gap between HOMO and LUMO is 7.17 eV. For the energy above the lowest of the compared OMol25 structures with the same formula, charge and spin, the calculation gives 0.129 eV. The value obtained for the largest force on an atom is 0.49 eV/Å.

Element x y z (Å)
Pt  -0.1385  -1.7099  0.4183
C  0.0552  -0.8516  3.8932
Si  -0.0118  -2.2566  2.6144
C  -1.5269  -3.2920  3.1096
C  1.4793  -3.3659  3.0183
C  1.7976  -3.8761  4.2802
C  2.8957  -4.7040  4.4580
C  3.6967  -5.0354  3.3689
C  3.3942  -4.5314  2.1131
C  2.2899  -3.6958  1.9241
Si  1.7791  -2.8782  0.2945
C  3.2965  -1.8672  -0.2285
C  1.6061  -4.2090  -1.0348
H  -0.0668  -1.2411  4.9098
H  -0.7244  -0.1141  3.6887
H  1.0155  -0.3305  3.8387
H  -1.4054  -3.6901  4.1230
H  -1.6653  -4.1244  2.4181
H  -2.4455  -2.7014  3.0835
H  1.1781  -3.6277  5.1379
H  3.1312  -5.0957  5.4415
H  4.5549  -5.6842  3.5054
H  4.0295  -4.7926  1.2709
H  4.1551  -2.5399  -0.3373
H  3.5504  -1.1143  0.5206
H  3.1462  -1.3518  -1.1800
H  2.5243  -4.7980  -1.1365
H  1.3824  -3.7252  -1.9882
H  0.7795  -4.8843  -0.8059
O  -0.6526  1.3279  1.8895
P  -0.3395  2.7644  2.0241
N  1.2392  3.0441  1.6474
C  1.9679  4.2816  1.8748
C  3.3565  3.7939  2.3019
C  3.5448  2.4846  1.5324
C  2.1317  1.8964  1.3511
N  -0.5994  3.3382  3.5939
C  0.4355  2.9167  4.5657
C  -0.2708  3.0171  5.9067
C  -1.6538  2.4652  5.5793
C  -1.9283  2.9974  4.1687
N  -1.1944  3.7914  1.0388
C  -1.0097  3.5232  -0.4106
C  -2.1843  4.2473  -1.0488
C  -3.3070  3.9844  -0.0500
C  -2.6108  4.0997  1.3093
H  1.4772  4.8884  2.6375
H  2.0186  4.8960  0.9679
H  3.3571  3.6006  3.3771
H  4.1381  4.5255  2.0939
H  4.1840  1.7735  2.0539
H  3.9934  2.6648  0.5569
H  1.9404  1.1158  2.0894
H  1.3304  0.4260  0.1345
H  1.3089  3.5629  4.5047
H  0.7540  1.8801  4.3935
H  -0.3357  4.0633  6.2161
H  0.2432  2.4553  6.6864
H  -2.4208  2.7751  6.2891
H  -1.6216  1.3744  5.5650
H  -2.5573  3.8904  4.1925
H  -2.4279  2.2356  3.5647
H  -1.0511  2.4479  -0.6243
H  -0.0441  3.9008  -0.7409
H  -2.4017  3.8726  -2.0487
H  -1.9766  5.3184  -1.1183
H  -3.6774  2.9651  -0.1847
H  -4.1506  4.6690  -0.1428
H  -3.0560  3.4061  2.0246
H  -2.6970  5.1082  1.7248
N  1.9165  1.2592  0.0893
C  2.0660  1.8320  -1.1554
C  1.8228  1.0320  -2.2840
C  1.9744  1.5380  -3.5588
C  2.3780  2.8546  -3.7694
C  2.6204  3.6501  -2.6635
C  2.4662  3.1564  -1.3733
H  1.5060  0.0065  -2.1419
H  1.7751  0.8886  -4.4023
H  2.4961  3.2456  -4.7718
H  2.9296  4.6811  -2.7944
H  2.6408  3.8215  -0.5421
C  -4.6784  0.0064  -0.8331
As  -4.0866  -1.2282  0.5290
C  -3.3450  -0.1188  1.9070
C  -5.7405  -1.9069  1.2770
O  -3.1417  -2.4611  0.0011
H  -5.4707  0.6432  -0.4374
H  -5.0483  -0.5562  -1.6896
H  -3.8125  0.5996  -1.1170
H  -4.0447  0.6871  2.1400
H  -2.3972  0.2957  1.5608
H  -3.1738  -0.7227  2.7971
H  -6.4057  -1.0926  1.5650
H  -5.4987  -2.5136  2.1485
H  -6.2230  -2.5365  0.5310
C  3.7520  -3.2982  -4.6802
C  2.3686  -3.0844  -5.2267
C  1.3420  -3.9719  -4.9256
C  0.0447  -3.7315  -5.3506
C  -0.2236  -2.5940  -6.0935
C  0.7893  -1.7071  -6.4326
C  2.0785  -1.9617  -6.0027
S  -1.8862  -2.2079  -6.5329
O  -2.6812  -3.3781  -6.2751
O  -1.9343  -1.6019  -7.8375
N  -2.2113  -0.9978  -5.4812
C  -2.2795  -1.3081  -4.0471
C  -1.7934  -0.1391  -3.2001
C  -1.1923  -0.6134  -1.8805
O  -1.4664  -0.0054  -0.8173
O  -0.3901  -1.5793  -1.9342
H  3.9586  -4.3572  -4.5279
H  3.8504  -2.8029  -3.7109
H  4.5102  -2.8845  -5.3454
H  1.5516  -4.8452  -4.3208
H  -0.7621  -4.4055  -5.0967
H  0.5569  -0.8264  -7.0174
H  2.8738  -1.2693  -6.2532
H  -2.9179  -0.3807  -5.8596
H  -1.6168  -2.1508  -3.8545
H  -3.2861  -1.6218  -3.7605
H  -2.5785  0.5954  -3.0175
H  -0.9868  0.3667  -3.7367

Löwdin atomic charge list, values in e, 6 entries: 0.668, -0.228, 0.358, -0.216, -0.303, -0.107

---

Record 2
A structure of composition C10H9F5N4ReS at a distorted geometry, computed with ωB97M-V/def2-TZVPD.

As for the net charge: +2. For the highest occupied orbital energy (alpha / beta), the calculation gives -0.583 / -0.589 Ha. Its gap between HOMO and LUMO (alpha / beta) is 5.22 / 6.29 eV. The expectation value of S² is 0.932. For the energy above the lowest of the compared OMol25 structures with the same formula, charge and spin, the calculation gives 1.162 eV. As for the spin multiplicity: 2. The value obtained for the largest force on an atom is 2.42 eV/Å.

Element x y z (Å)
Re  0.2846  -1.5516  -0.8917
C  1.2210  2.3852  0.6870
C  0.7779  1.0004  0.5000
N  1.0886  0.3355  -0.6199
N  1.8974  0.8644  -1.4886
C  2.2342  0.1803  -2.5657
N  3.1481  0.6348  -3.3916
S  1.4875  -1.4016  -2.8960
C  0.0354  0.2036  1.4639
C  -0.4005  0.6507  2.7072
C  -1.0384  -0.2418  3.5629
C  -1.2009  -1.5638  3.1741
C  -0.7749  -1.9394  1.9025
N  -0.1942  -1.0858  1.0698
H  2.2676  2.4952  0.3887
H  1.0797  2.7496  1.7001
H  0.6799  3.0411  -0.0077
H  3.5951  1.5296  -3.2259
H  3.4269  0.1043  -4.2086
H  -0.2604  1.6795  2.9950
H  -1.4032  0.0964  4.5199
H  -1.6681  -2.2919  3.8207
H  -0.9168  -2.9596  1.5535
F  -1.7380  -1.9289  -2.8564
C  -1.6874  -1.4972  -1.5938
F  -2.2899  -2.4288  -0.8142
C  -2.3353  -0.1050  -1.4382
F  -3.5275  0.0751  -1.9167
F  -1.4615  0.7619  -2.0059
F  -2.3273  0.2074  -0.1237

Löwdin atomic charge list, values in e, 6 entries: 1.378, 0.025, -0.185, -0.146, 0.034, -0.698

---

Record 3
A structure of composition C30H61ClN4NbO2 at a distorted geometry, computed with ωB97M-V/def2-TZVPD.

As for the net charge: -1. For the highest occupied orbital energy (alpha / beta), the calculation gives -0.168 / -0.168 Ha. Its gap between HOMO and LUMO (alpha / beta) is 6.73 / 5.93 eV. The expectation value of S² is 2.009. As for the spin multiplicity: 3. The value obtained for the largest force on an atom is 7.13 eV/Å.

Element x y z (Å)
C  -0.1303  -2.3989  1.7796
C  0.7457  -1.0472  1.4749
C  -0.0242  0.3670  1.7856
Cl  -1.7641  0.1977  2.4012
Nb  0.0791  1.8089  0.0031
C  -0.4119  0.1684  -1.5144
N  2.2337  1.4333  -0.1415
C  0.2248  3.3083  -1.7190
C  1.0959  2.6922  -2.9638
C  0.1858  2.3744  -4.3228
C  1.0444  1.6647  -5.5333
N  1.2524  0.1745  -5.3754
C  0.2586  -0.9429  -5.0591
C  1.1168  -2.3617  -5.0783
C  2.6787  -1.8738  -5.4162
C  2.7211  -0.2422  -5.5911
H  0.4261  -3.2891  1.2129
H  -1.2242  -2.3901  1.3643
H  -0.0527  -2.6598  2.9316
H  1.1888  -1.1243  0.3722
H  1.7025  -1.1051  2.1863
H  0.5898  0.8907  2.6646
H  0.4545  3.1950  1.1447
H  -1.6961  2.2621  0.2170
H  0.6160  -0.2451  -1.9159
H  -0.9656  -0.7242  -0.9480
H  -1.1466  0.5294  -2.3527
H  2.5853  1.4014  0.8409
H  2.6051  2.3559  -0.5207
H  -0.8379  3.6572  -2.1274
H  0.7682  4.3010  -1.3626
H  1.7067  1.7264  -2.7128
H  1.8798  3.5125  -3.2972
H  -0.1233  3.4519  -4.7338
H  -0.8283  1.8304  -4.0764
H  2.0588  2.2551  -5.6274
H  0.3941  1.8056  -6.5203
H  -0.9075  -0.8151  -4.8452
H  0.7124  -3.4533  -4.9152
H  3.6064  -2.5780  -5.5356
H  3.6596  0.4360  -5.8252
C  -5.1419  7.5371  3.0968
C  -3.6124  7.7593  2.9016
C  -3.2740  7.8526  1.3905
C  -3.3161  6.5091  0.6670
C  -2.4577  5.4739  1.3874
C  -2.8075  5.3345  2.8919
N  -2.8612  6.6598  3.5980
O  -1.5366  7.0977  3.7824
C  -4.1649  4.5968  3.0369
C  -1.7886  4.3519  3.5455
C  -3.3544  9.1662  3.5362
H  -5.6796  8.4779  3.2615
H  -5.6137  7.0702  2.2269
H  -5.3547  6.9195  3.9762
H  -2.2690  8.2789  1.2601
H  -3.9626  8.5466  0.8917
H  -4.3474  6.1544  0.5772
H  -2.9483  6.6361  -0.3580
H  -2.5698  4.5056  0.8813
H  -1.4031  5.7548  1.2710
H  -4.4821  4.5569  4.0857
H  -4.0889  3.5607  2.6850
H  -4.9712  5.0437  2.4545
H  -0.7455  4.6692  3.4164
H  -1.8576  3.3499  3.0966
H  -1.9749  4.2380  4.6213
H  -3.5713  9.1625  4.6120
H  -3.9930  9.9272  3.0699
H  -2.3235  9.5116  3.3948
C  2.9251  -7.1225  -1.9131
C  2.9701  -6.3134  -0.5825
C  4.1046  -6.8482  0.3306
C  3.7839  -8.1875  0.9891
C  2.4405  -8.1336  1.7100
C  1.2829  -7.6406  0.8032
N  1.6202  -6.3699  0.0752
O  1.5537  -5.3161  1.0054
C  0.9152  -8.7556  -0.2112
C  -0.0023  -7.5046  1.6752
C  3.3635  -4.8684  -1.0361
H  3.4955  -6.6366  -2.7130
H  3.3484  -8.1262  -1.8098
H  1.9036  -7.2180  -2.2972
H  4.3167  -6.1191  1.1257
H  5.0351  -6.9478  -0.2428
H  3.7866  -8.9904  0.2458
H  4.5725  -8.4371  1.7088
H  2.2110  -9.1313  2.1080
H  2.5404  -7.4761  2.5831
H  0.1569  -8.4073  -0.9225
H  0.4966  -9.6306  0.3010
H  1.7674  -9.1305  -0.7789
H  0.1324  -6.8334  2.5335
H  -0.3031  -8.4759  2.0952
H  -0.8493  -7.1307  1.0855
H  2.5925  -4.4316  -1.6834
H  4.3051  -4.8796  -1.5997
H  3.5276  -4.1896  -0.1909

Löwdin atomic charge list, values in e, 6 entries: -0.188, -0.363, -0.873, 0.344, 1.421, -0.377

---

Record 4
A cluster of 2 separate species, CH3N3O in total at a distorted geometry, computed with ωB97M-V/def2-TZVPD.

For the highest occupied orbital energy (alpha / beta), the calculation gives -0.335 / -0.330 Ha. Its gap between HOMO and LUMO (alpha / beta) is 8.48 / 8.01 eV. For the energy above the lowest of the compared OMol25 structures with the same formula, charge and spin, the calculation gives 6.263 eV. The value obtained for the largest force on an atom is 3.33 eV/Å.

Element x y z (Å)
C  1.8584  -0.2731  0.0342
N  0.9590  -1.0815  0.3236
N  2.8333  0.2610  -0.4235
N  -1.0972  0.3371  -0.5274
O  -0.3291  -1.1833  0.3250
H  -0.7233  0.8511  0.2774
H  3.3032  1.0739  -0.1318
H  -2.0857  0.3065  -0.3728

Löwdin atomic charge list, values in e, 6 entries: -0.254, -0.032, 0.174, 0.133, -0.108, 0.023

---

Record 5
A structure of composition CHF3ORu at a distorted geometry, computed with ωB97M-V/def2-TZVPD.

For the highest occupied orbital energy (alpha / beta), the calculation gives -0.290 / -0.429 Ha. Its gap between HOMO and LUMO (alpha / beta) is 7.75 / 8.85 eV. The expectation value of S² is 12.018. For the energy above the lowest of the compared OMol25 structures with the same formula, charge and spin, the calculation gives 0.000 eV. As for the spin multiplicity: 7. The value obtained for the largest force on an atom is 4.45 eV/Å.

Element x y z (Å)
C  0.4583  0.7464  -0.6635
F  0.1980  0.5607  -1.9949
F  1.8249  0.8072  -0.6032
F  0.0628  2.0367  -0.4304
H  -0.1141  -0.1865  0.1657
Ru  -1.5893  -2.5938  2.3080
O  -0.8407  -1.3706  1.2183

Löwdin atomic charge list, values in e, 6 entries: -0.427, 0.041, 0.042, 0.041, 0.161, 0.869

---

Record 6
The molecule C3H2N4O at a distorted geometry, computed with ωB97M-V/def2-TZVPD.

The SMILES is N#Cc1n[nH]c(O)n1. For the highest occupied orbital energy, the calculation gives -0.362 Ha. Its gap between HOMO and LUMO is 9.53 eV. For the energy above the lowest of the compared OMol25 structures with the same formula, charge and spin, the calculation gives 1.218 eV. The value obtained for the largest force on an atom is 9.18 eV/Å.

Element x y z (Å)
C  -0.0193  0.9523  -0.3777
C  0.2445  -1.0842  0.0300
C  1.0770  -2.1900  0.2397
H  0.8161  2.7249  -0.0465
H  -2.1241  0.9393  0.1033
N  0.9240  0.0792  -0.6462
N  -0.9857  -0.8186  0.4691
N  -1.1941  0.4418  0.1436
N  1.4903  -3.3130  0.5330
O  -0.2287  2.2683  -0.4483

Löwdin atomic charge list, values in e, 6 entries: -0.523, -0.320, -0.138, 0.290, 0.200, 0.189